1.
Below is C49H51ClIN2O7PSb2V as an isolated structure, with properties calculated with the ωB97M-V functional and the def2-TZVPD basis.

Structure (XYZ):
```
115
Properties=species:S:1:pos:R:3:mulliken_charge:R:1
V -1.03 -0.54 1.71 0.090
C -0.50 2.54 -2.38 -1.629
C 0.69 2.14 -3.26 -0.684
C 2.04 2.15 -2.55 -1.302
Sb 2.48 0.44 -1.33 -0.155
C 4.54 1.01 -0.99 0.735
C 5.36 0.10 -0.33 -0.650
C 6.69 0.39 -0.07 -0.586
C 7.23 1.60 -0.47 -0.496
C 6.43 2.52 -1.13 -0.590
C 5.09 2.22 -1.39 -0.341
C 3.07 -0.83 -2.98 0.628
C 2.65 -2.16 -2.98 -0.173
C 3.04 -3.02 -4.01 -0.793
C 3.84 -2.55 -5.04 -0.419
C 4.27 -1.23 -5.04 -0.748
C 3.89 -0.38 -4.01 -0.533
Sb -1.49 1.12 -1.03 -0.046
C -2.78 0.35 -2.56 1.031
C -3.96 -0.30 -2.17 -0.149
C -4.88 -0.71 -3.13 -0.745
C -4.63 -0.53 -4.48 -0.637
C -3.44 0.08 -4.88 -0.699
C -2.53 0.52 -3.92 -0.734
C -2.80 2.76 -0.54 1.298
C -2.30 3.73 0.32 -0.626
C -3.05 4.85 0.65 -0.545
C -4.33 5.01 0.14 -0.712
C -4.85 4.04 -0.71 -0.765
C -4.09 2.92 -1.05 -0.581
H -1.33 2.88 -3.01 0.757
H -0.23 3.39 -1.75 0.662
H 0.76 2.85 -4.09 0.421
H 0.52 1.16 -3.73 0.142
H 2.13 3.03 -1.89 0.535
H 2.85 2.21 -3.28 0.620
H 4.96 -0.85 0.00 0.319
H 7.31 -0.33 0.45 0.399
H 8.27 1.84 -0.27 0.347
H 6.84 3.47 -1.45 0.379
H 4.49 2.96 -1.91 0.279
H 2.02 -2.53 -2.18 0.448
H 2.70 -4.05 -4.00 0.400
H 4.14 -3.22 -5.84 0.344
H 4.91 -0.86 -5.84 0.387
H 4.25 0.64 -4.01 0.253
H -4.15 -0.47 -1.12 0.555
H -5.79 -1.19 -2.80 0.465
H -5.34 -0.86 -5.22 0.324
H -3.22 0.21 -5.93 0.368
H -1.63 1.01 -4.26 0.130
H -1.32 3.61 0.75 0.250
H -2.64 5.59 1.33 0.401
H -4.93 5.87 0.41 0.343
H -5.85 4.14 -1.11 0.381
H -4.51 2.18 -1.71 0.340
Cl -5.83 -4.96 4.06 -0.355
C -4.71 -4.14 2.97 0.766
C -4.92 -4.29 1.62 -0.697
C -4.05 -3.65 0.74 0.223
I -4.28 -4.14 -1.28 -0.123
C -3.02 -2.82 1.17 -0.694
O -2.22 -2.13 0.33 -0.734
C -2.79 -2.75 2.57 0.522
N -1.68 -2.04 2.98 0.911
C -1.35 -2.08 4.30 -0.664
C -2.13 -2.69 5.25 -0.927
C -3.32 -3.33 4.88 -1.444
C -3.64 -3.41 3.50 0.107
H -5.72 -4.92 1.25 0.417
H -0.43 -1.58 4.56 0.304
H -1.80 -2.67 6.28 0.396
H -3.96 -3.80 5.61 0.365
O -3.45 0.20 1.13 -0.375
N -2.81 0.48 2.21 0.683
O -3.29 0.34 3.34 -0.760
O -1.71 1.27 2.06 -0.356
C -0.26 -5.37 0.47 -1.028
O -0.85 -4.11 0.23 0.366
P -0.21 -2.61 0.35 0.947
O -0.12 -2.11 -1.21 1.029
C -0.82 -2.74 -2.27 -0.711
O 1.37 -3.28 0.40 -0.278
C 2.42 -2.67 1.11 -0.413
H -0.05 -5.86 -0.49 0.260
H -1.00 -5.97 1.01 0.207
H 0.65 -5.30 1.05 0.292
H -0.55 -2.22 -3.19 0.357
H -1.89 -2.67 -2.11 -0.258
H -0.54 -3.80 -2.36 0.157
H 3.33 -3.25 0.94 0.365
H 2.22 -2.65 2.19 0.269
H 2.61 -1.64 0.79 -0.254
C 0.10 1.20 4.63 -2.032
C 1.10 1.02 3.48 3.349
C 2.42 0.54 4.12 -2.079
C 0.63 -0.02 2.46 0.139
C 1.33 2.34 2.75 -0.064
C 2.47 2.54 1.96 -0.225
C 2.69 3.73 1.28 -0.604
C 1.77 4.76 1.37 -0.709
C 0.63 4.58 2.14 -0.437
C 0.41 3.39 2.81 0.043
H 0.14 0.33 5.29 0.475
H -0.93 1.29 4.28 0.225
H 0.35 2.08 5.24 0.421
H 2.24 -0.39 4.65 0.497
H 2.82 1.28 4.83 0.406
H 3.19 0.35 3.37 0.211
H 1.51 -0.46 1.98 -0.790
H 3.20 1.74 1.87 0.265
H 3.59 3.84 0.69 0.398
H 1.94 5.70 0.84 0.387
H -0.11 5.37 2.21 0.264
H -0.50 3.25 3.37 0.295
```

Net charge: -2
Expectation value of S²: 4.21
Frontier orbital gap (spin up / spin down): 3.337 / 5.687 eV
M: 1267.75 g/mol
Multiplicity: 4
E: -137623.7663 eV

=====

2.
Below is an isolated ion of composition CH3N2O6S and charge -1, with properties calculated with the ωB97M-V functional and the def2-TZVPD basis.

Structure (XYZ):
```
13
Properties=species:S:1:pos:R:3:mulliken_charge:R:1
C 1.08 0.87 -1.09 -0.569
N -0.55 -1.68 -0.29 1.022
N -0.98 -0.26 -0.17 0.036
O 0.71 0.08 1.59 -0.594
O 0.09 -2.05 -1.22 -0.808
O -1.10 -2.28 0.55 -0.629
O -1.06 1.78 1.30 -0.634
O -1.66 -0.33 2.35 -0.594
O -0.32 0.66 -1.03 -0.249
S -0.76 0.37 1.45 1.190
H 1.19 1.57 -1.88 0.324
H 1.74 -0.06 -1.38 0.234
H 1.62 1.31 -0.19 0.271
```

Energy above the lowest of the compared OMol25 structures with the same formula, charge and spin: 33.08 kcal/mol
Net charge: -1
Expectation value of S²: 2.01
Frontier orbital gap (spin up / spin down): 5.969 / 5.913 eV
M: 171.11 g/mol
Multiplicity: 3
E: -27177.6413 eV

=====

3.
Below is a 2-piece molecular cluster, CClFO overall, with properties calculated with the ωB97M-V functional and the def2-TZVPD basis.

Structure (XYZ):
```
4
Properties=species:S:1:pos:R:3:mulliken_charge:R:1
C -0.18 0.50 0.09 0.582
O -0.07 1.64 -0.02 -0.115
F 1.58 -1.49 -0.03 -0.624
Cl -1.33 -0.65 -0.04 0.158
```

Energy above the lowest of the compared OMol25 structures with the same formula, charge and spin: 104.52 kcal/mol
Net charge: 0
Frontier orbital gap (spin up / spin down): 7.036 / 6.954 eV
M: 82.46 g/mol
Multiplicity: 1
E: -18319.8342 eV

=====

4.
Below is a 2-piece molecular cluster, C16H23NO4 overall, with properties calculated with the ωB97M-V functional and the def2-TZVPD basis.

Structure (XYZ):
```
44
Properties=species:S:1:pos:R:3:mulliken_charge:R:1
C -1.22 -3.24 -2.59 -0.786
N 0.04 -2.51 -2.58 0.118
C 1.29 -3.26 -2.66 -0.752
C 0.06 -1.21 -2.45 -0.309
H -0.99 -4.30 -2.63 0.268
H -1.81 -3.01 -1.69 0.381
H -1.83 -2.96 -3.46 0.341
H 1.03 -4.32 -2.72 0.259
H 1.87 -2.97 -3.55 0.348
H 1.91 -3.07 -1.78 0.344
H 1.02 -0.69 -2.50 0.349
H -0.88 -0.67 -2.35 0.331
C 1.63 4.17 -1.31 -1.255
C 0.41 3.29 -1.25 -0.102
O 0.55 2.40 -0.12 -0.298
C -0.49 1.54 -0.10 0.427
C -0.51 0.53 0.97 -0.046
C 0.68 0.27 1.79 0.451
O 0.67 -0.36 2.85 -0.777
O 1.85 0.77 1.34 -0.238
C 2.94 0.51 2.25 -0.221
C 3.92 1.63 2.15 -1.157
C -1.73 -0.13 1.31 0.823
C -1.78 -1.21 2.24 -0.533
C -2.98 -1.83 2.59 -0.623
C -4.19 -1.41 2.03 -0.366
C -4.18 -0.36 1.11 -0.701
C -2.99 0.26 0.75 -0.480
O -1.35 1.63 -0.98 -0.778
H 1.56 4.78 -2.21 0.414
H 1.67 4.85 -0.46 0.297
H 2.55 3.59 -1.36 0.278
H -0.50 3.89 -1.13 0.290
H 0.32 2.69 -2.17 0.235
H 2.54 0.45 3.26 0.313
H 3.37 -0.46 1.97 0.234
H 4.67 1.50 2.94 0.401
H 4.43 1.64 1.19 0.260
H 3.42 2.59 2.31 0.280
H -0.85 -1.52 2.71 0.455
H -2.94 -2.64 3.32 0.362
H -5.12 -1.90 2.31 0.377
H -5.10 0.00 0.65 0.361
H -2.98 1.05 0.01 0.424
```

Energy above the lowest of the compared OMol25 structures with the same formula, charge and spin: 104.99 kcal/mol
Net charge: 0
Frontier orbital gap: 3.870 eV
M: 293.36 g/mol
Multiplicity: 1
E: -26642.2475 eV